Record 1
{
  "formula": "C37H32BBiBrF9N7O6PS2",
  "method": "ωB97M-V/def2-TZVPD",
  "symbols": ["Bi", "O", "C", "O", "C", "C", "C", "C", "C", "N", "C", "O", "O", "H", "H", "H", "H", "H", "N", "N", "C", "O", "O", "H", "H", "H", "C", "N", "C", "C", "N", "B", "N", "C", "C", "N", "C", "C", "S", "C", "S", "H", "H", "H", "H", "H", "H", "H", "H", "H", "H", "H", "H", "Br", "F", "C", "F", "F", "C", "C", "C", "C", "C", "C", "P", "C", "C", "C", "C", "C", "C", "C", "F", "F", "F", "C", "C", "C", "C", "C", "C", "C", "F", "F", "F", "H", "H", "H", "H", "H", "H", "H", "H", "H", "H", "H", "H"],
  "xyz": [[-0.2270, 0.0913, -0.0501], [-2.3343, -2.0957, -4.1655], [-1.9354, -1.3911, -3.1121], [-0.7843, -1.1873, -2.8322], [-3.0494, -0.8706, -2.2823], [-4.3527, -1.3232, -2.3807], [-5.2850, -0.7877, -1.4998], [-4.8956, 0.1864, -0.6050], [-3.5582, 0.5978, -0.6027], [-2.6634, 0.0594, -1.4113], [-3.0015, 1.6591, 0.3066], [-3.8167, 2.6807, 0.6266], [-1.7763, 1.9281, 0.2609], [-1.5776, -2.4107, -4.6805], [-4.6170, -2.0663, -3.1176], [-6.3107, -1.1295, -1.5204], [-5.6011, 0.5790, 0.1156], [-4.7460, 2.4322, 0.5833], [3.1032, -0.5948, 1.0414], [2.5732, -1.1503, 2.2043], [1.3013, -1.7017, 2.3235], [0.9974, -2.1164, 3.4381], [0.5455, -1.7793, 1.2622], [4.0646, -0.9024, 0.9474], [3.0958, 0.4239, 1.0872], [3.0383, -0.9771, 3.0813], [2.1851, 4.0457, 0.6014], [0.8705, 4.0464, 1.2092], [0.0924, 5.1650, 1.3481], [-0.9719, 4.8106, 2.1055], [-0.8536, 3.4881, 2.4399], [-1.8996, 2.8938, 3.4698], [-1.5843, 1.4248, 3.8136], [-0.7363, 1.0267, 4.8191], [-0.7839, -0.3199, 4.9185], [-1.6594, -0.7575, 3.9570], [-2.0226, -2.1296, 3.6787], [-2.1294, 0.3194, 3.2915], [-3.3196, 0.1647, 2.0552], [0.2573, 3.0276, 1.8592], [0.9170, 1.4162, 1.8981], [2.6506, 5.0094, 0.7996], [2.1246, 3.8805, -0.4716], [2.7839, 3.2554, 1.0458], [0.3571, 6.1025, 0.8949], [-1.8119, 5.3888, 2.4435], [-1.7753, 3.5348, 4.4773], [-2.9844, 2.9625, 2.9829], [-0.1705, 1.7460, 5.3810], [-0.2509, -0.9996, 5.5541], [-1.6501, -2.7645, 4.4765], [-1.5577, -2.4443, 2.7456], [-3.1057, -2.2095, 3.5983], [1.0539, 1.5515, -1.6874], [5.8608, -5.9409, 2.3722], [5.9419, -5.8908, 1.0313], [5.8748, -7.1661, 0.5906], [7.1833, -5.4554, 0.7326], [4.8800, -5.0250, 0.4217], [3.6900, -4.7921, 1.0947], [2.7343, -3.9638, 0.5291], [2.9722, -3.3274, -0.6874], [4.1336, -3.6440, -1.3911], [5.0833, -4.4894, -0.8424], [1.7349, -2.1003, -1.3201], [2.6533, -1.3346, -2.7201], [3.8517, -0.6794, -2.4143], [4.4153, 0.2319, -3.2842], [3.7808, 0.5146, -4.4865], [2.6234, -0.1586, -4.8349], [2.0703, -1.0787, -3.9583], [4.3684, 1.5743, -5.3673], [4.4249, 2.7706, -4.7466], [3.6787, 1.7556, -6.5057], [5.6397, 1.2827, -5.7262], [0.7306, -3.4377, -2.1225], [-0.4340, -3.8139, -1.4550], [-1.2604, -4.7991, -1.9673], [-0.9129, -5.4273, -3.1555], [0.2476, -5.0685, -3.8297], [1.0708, -4.0826, -3.3083], [-1.7987, -6.4841, -3.7427], [-2.6135, -7.0463, -2.8346], [-1.0984, -7.4788, -4.3170], [-2.5992, -5.9770, -4.7133], [3.5176, -5.2346, 2.0661], [1.8027, -3.8019, 1.0504], [4.3139, -3.2169, -2.3674], [5.9871, -4.7215, -1.3896], [4.3506, -0.8936, -1.4808], [5.3398, 0.7322, -3.0279], [2.1380, 0.0505, -5.7778], [1.1560, -1.5776, -4.2344], [-0.6890, -3.3100, -0.5285], [-2.1705, -5.0798, -1.4547], [0.5072, -5.5659, -4.7551], [1.9793, -3.8115, -3.8301]],
  "forces_ev_per_angstrom": [[-0.55, -0.63, 0.85], [-0.46, -0.12, -0.25], [0.40, -0.04, -0.05], [0.11, 0.18, -0.14], [-0.40, 0.06, 0.19], [0.13, 0.07, -0.04], [-0.10, 0.02, -0.05], [0.16, 0.06, 0.03], [-0.34, -0.25, -0.27], [-0.12, 0.06, -0.05], [0.71, 0.57, 0.02], [0.09, 0.18, -0.24], [-0.51, -0.21, -0.19], [0.16, -0.01, 0.21], [-0.02, -0.04, 0.02], [-0.01, -0.01, 0.02], [-0.03, 0.03, -0.02], [0.00, -0.11, 0.06], [0.09, 0.15, -0.15], [-0.02, -0.02, 0.00], [-0.29, -0.27, -0.04], [-0.01, -0.10, 0.06], [0.48, 0.57, 0.57], [-0.06, -0.13, -0.11], [-0.03, -0.10, 0.03], [-0.11, -0.02, 0.05], [0.16, -0.01, -0.17], [-0.32, 0.04, 0.16], [-0.14, 0.15, 0.00], [0.01, 0.07, -0.04], [0.43, 0.13, -0.20], [0.02, -0.33, -0.01], [-0.11, -0.20, -0.01], [0.06, -0.07, 0.25], [0.17, 0.12, 0.11], [0.06, 0.41, -0.06], [-0.02, -0.22, -0.18], [-0.27, -0.01, -0.09], [-0.14, -0.54, 0.29], [0.08, -0.27, -0.03], [-0.03, 0.12, 0.62], [0.01, -0.02, 0.02], [-0.03, -0.02, 0.02], [-0.02, 0.00, -0.02], [0.03, 0.03, 0.02], [-0.01, 0.04, 0.02], [0.01, 0.14, 0.11], [-0.13, 0.09, -0.02], [0.02, 0.01, 0.03], [0.03, -0.07, -0.01], [0.03, 0.07, 0.04], [0.01, 0.00, 0.02], [0.03, -0.01, 0.06], [0.53, 0.68, -0.90], [-0.08, 0.02, -0.06], [0.20, -0.19, 0.06], [-0.06, 0.07, 0.00], [-0.09, 0.03, -0.04], [-0.03, -0.02, -0.01], [0.06, -0.03, -0.06], [-0.01, 0.08, 0.05], [0.11, 0.30, 0.18], [0.05, 0.02, 0.06], [-0.01, -0.02, 0.03], [0.28, -0.95, -1.06], [-0.06, 0.16, 0.10], [-0.01, -0.06, -0.03], [-0.01, -0.05, 0.00], [-0.03, 0.03, 0.00], [0.08, 0.06, -0.05], [0.04, -0.09, 0.09], [0.23, 0.10, -0.24], [-0.06, -0.07, 0.03], [-0.04, -0.05, 0.08], [-0.10, -0.04, 0.06], [-0.12, 0.19, 0.00], [0.11, 0.12, -0.01], [0.00, -0.11, -0.06], [0.02, -0.01, 0.04], [0.00, -0.01, 0.00], [-0.07, 0.02, 0.06], [-0.22, -0.11, -0.19], [0.07, 0.08, 0.01], [0.02, 0.08, 0.05], [0.06, 0.02, 0.07], [-0.02, -0.01, 0.00], [-0.03, 0.10, 0.07], [0.03, 0.01, 0.00], [0.03, 0.04, 0.00], [0.00, 0.08, 0.13], [0.01, 0.03, 0.02], [0.01, 0.00, -0.02], [-0.11, 0.05, 0.03], [-0.05, -0.04, 0.05], [0.02, -0.02, 0.05], [0.03, -0.03, 0.01], [0.02, -0.03, -0.02]],
  "homo_energy_ev": -7.778,
  "total_charge": 0,
  "molar_mass_g_mol": 1236.49
}


Record 2
{
  "formula": "C45H43CrN2P",
  "method": "ωB97M-V/def2-TZVPD",
  "symbols": ["Cr", "C", "C", "C", "C", "C", "C", "C", "C", "C", "C", "C", "C", "H", "H", "H", "H", "H", "H", "H", "H", "H", "H", "H", "H", "H", "H", "H", "H", "H", "H", "C", "C", "C", "C", "C", "C", "C", "C", "C", "C", "C", "C", "C", "C", "C", "N", "H", "H", "H", "H", "H", "H", "H", "H", "H", "H", "N", "P", "C", "C", "C", "C", "C", "C", "C", "C", "C", "C", "C", "C", "C", "C", "C", "C", "C", "C", "H", "H", "H", "H", "H", "H", "H", "H", "H", "H", "H", "H", "H", "H", "H"],
  "xyz": [[1.0883, 0.3058, 0.6832], [-2.0855, 0.9104, 3.5673], [-0.6010, 0.8453, 3.2937], [0.1166, 1.9942, 2.9127], [-0.5917, 3.3039, 2.6499], [1.5104, 1.9235, 2.7805], [2.3454, 3.1541, 2.5166], [2.1828, 0.6927, 2.9424], [3.6913, 0.6937, 2.9456], [1.4412, -0.4774, 3.1894], [2.0918, -1.8379, 3.2318], [0.0574, -0.3828, 3.4161], [-0.7070, -1.6467, 3.7075], [-2.3030, 0.5397, 4.5699], [-2.6487, 0.2908, 2.8657], [-2.4777, 1.9198, 3.5063], [-0.6490, 3.9151, 3.5545], [-1.6037, 3.1496, 2.2852], [-0.0765, 3.8828, 1.8864], [2.7849, 3.1205, 1.5157], [3.1690, 3.2120, 3.2285], [1.7754, 4.0729, 2.6088], [4.0520, 1.1650, 3.8643], [4.0957, 1.2538, 2.1047], [4.1103, -0.3069, 2.9125], [2.3180, -2.1493, 4.2553], [3.0169, -1.8636, 2.6619], [1.4260, -2.5768, 2.7905], [-0.8098, -2.2132, 2.7773], [-1.7004, -1.4528, 4.0999], [-0.1803, -2.2703, 4.4290], [5.0549, 0.9015, -1.1970], [4.8260, 2.0312, -1.9723], [3.5708, 2.6143, -1.9722], [2.5439, 2.0779, -1.1918], [2.7532, 0.9438, -0.3768], [4.0307, 0.3790, -0.4171], [1.1725, 2.6278, -1.2355], [0.8043, 3.7655, -2.0006], [-0.4956, 4.1611, -2.0512], [-1.4886, 3.4257, -1.3592], [-2.8642, 3.7428, -1.3983], [-3.7704, 2.9745, -0.7211], [-3.3362, 1.8532, 0.0165], [-2.0105, 1.5271, 0.0742], [-1.0562, 2.3145, -0.6067], [0.2613, 1.9659, -0.5365], [6.0297, 0.4289, -1.2026], [5.6177, 2.4494, -2.5807], [3.4059, 3.4823, -2.5978], [4.2385, -0.5072, 0.1756], [1.5576, 4.3180, -2.5408], [-0.7850, 5.0302, -2.6305], [-3.1882, 4.5987, -1.9776], [-4.8243, 3.2168, -0.7578], [-4.0659, 1.2359, 0.5262], [-1.6565, 0.6474, 0.5984], [0.0168, -1.3414, 0.3761], [-0.6379, -1.9807, -0.8588], [-0.9503, -0.8582, -2.2704], [0.1666, -0.2894, -2.8849], [0.0132, 0.6912, -3.8502], [-1.2604, 1.1233, -4.2041], [-2.3760, 0.5557, -3.6070], [-2.2209, -0.4359, -2.6454], [-2.2863, -2.6934, -0.5137], [-2.9437, -2.1975, 0.6092], [-4.2177, -2.6380, 0.9369], [-4.8446, -3.5886, 0.1432], [-4.1917, -4.0981, -0.9699], [-2.9188, -3.6523, -1.2984], [0.3152, -3.3318, -1.6278], [0.1580, -3.7265, -2.9542], [0.9209, -4.7649, -3.4674], [1.8498, -5.4086, -2.6614], [2.0191, -5.0125, -1.3425], [1.2546, -3.9749, -0.8285], [1.1617, -0.6066, -2.5873], [0.8869, 1.1327, -4.3139], [-1.3811, 1.9003, -4.9483], [-3.3688, 0.8885, -3.8821], [-3.0949, -0.8664, -2.1717], [-2.4223, -1.4805, 1.2300], [-4.7176, -2.2473, 1.8146], [-5.8368, -3.9390, 0.3963], [-4.6738, -4.8478, -1.5840], [-2.4172, -4.0606, -2.1672], [-0.5484, -3.2080, -3.5922], [0.7995, -5.0664, -4.4998], [2.4487, -6.2143, -3.0660], [2.7520, -5.5069, -0.7179], [1.3815, -3.6293, 0.1887]],
  "forces_ev_per_angstrom": [[-0.12, -0.09, -0.60], [0.04, -0.01, -0.01], [0.02, 0.02, -0.01], [-0.02, 0.00, 0.01], [0.00, -0.04, 0.02], [0.04, 0.04, 0.01], [-0.04, -0.03, 0.01], [-0.04, -0.11, 0.03], [-0.01, 0.00, -0.03], [0.03, 0.11, 0.05], [-0.01, 0.01, -0.03], [-0.03, -0.02, 0.01], [0.02, 0.07, -0.01], [-0.01, -0.01, 0.01], [-0.02, -0.01, -0.01], [0.00, 0.01, 0.00], [0.00, 0.03, 0.00], [0.00, 0.00, 0.00], [0.01, 0.00, -0.01], [0.01, 0.01, 0.00], [0.02, 0.00, 0.00], [0.00, 0.00, 0.00], [-0.01, 0.01, 0.01], [0.00, 0.00, 0.01], [0.00, 0.02, 0.00], [-0.01, 0.01, 0.01], [-0.01, -0.01, 0.01], [0.01, -0.01, -0.01], [0.02, -0.03, -0.01], [-0.02, 0.00, 0.01], [0.00, -0.03, 0.01], [-0.06, -0.02, 0.04], [0.02, 0.01, 0.00], [-0.02, 0.03, -0.03], [0.10, -0.07, 0.01], [-0.12, 0.05, 0.16], [0.05, 0.01, -0.06], [-0.19, -0.11, 0.15], [-0.03, 0.06, -0.04], [-0.02, -0.04, 0.03], [0.10, -0.04, 0.01], [-0.03, -0.02, 0.02], [0.01, 0.04, -0.04], [0.02, -0.02, 0.00], [0.00, 0.01, 0.01], [0.01, 0.10, -0.08], [0.17, -0.05, 0.13], [0.02, 0.00, -0.01], [0.00, 0.00, 0.00], [-0.01, 0.02, -0.01], [0.01, -0.02, 0.01], [0.02, 0.00, -0.01], [-0.01, 0.01, 0.00], [0.00, 0.02, -0.01], [-0.01, 0.01, 0.00], [0.01, -0.01, 0.01], [-0.03, -0.04, 0.03], [0.12, 0.04, 0.26], [0.01, 0.12, -0.09], [0.01, -0.09, 0.01], [0.00, -0.02, 0.00], [-0.01, 0.05, 0.02], [-0.01, -0.03, 0.00], [0.01, 0.00, 0.00], [0.01, 0.03, 0.00], [0.01, 0.06, 0.06], [-0.02, -0.08, -0.02], [0.00, 0.00, -0.01], [-0.01, 0.02, 0.03], [0.02, -0.01, -0.04], [0.00, 0.00, -0.02], [-0.03, -0.01, 0.04], [-0.01, 0.02, 0.05], [0.01, -0.01, -0.03], [0.00, -0.02, -0.01], [-0.01, 0.03, 0.02], [0.00, -0.03, -0.08], [-0.01, 0.03, 0.00], [0.01, 0.00, -0.01], [0.00, 0.01, -0.01], [-0.01, 0.01, 0.00], [-0.01, 0.00, -0.01], [0.02, 0.05, 0.02], [-0.01, 0.00, 0.01], [-0.01, -0.01, 0.00], [-0.01, -0.01, -0.01], [0.00, 0.00, 0.00], [0.00, 0.00, -0.02], [0.00, 0.00, -0.01], [0.01, -0.01, -0.01], [0.00, -0.01, 0.01], [0.02, 0.01, 0.08]],
  "spin_multiplicity": 5,
  "homo_energy_ev": [-6.135, -7.830],
  "total_charge": 0,
  "molar_mass_g_mol": 694.82
}